A) Below is a cluster of 2 separate species, C2H5ClN2 in total, with properties calculated with ωB97M-V/def2-TZVPD.

```
10
Properties=species:S:1:pos:R:3
C -0.96039 1.08570 0.92264
C 0.52654 0.02575 -1.81302
N -0.54200 0.07970 1.55485
N 0.63648 -0.73694 -0.90771
Cl 1.71634 -2.47747 -0.96426
H -1.30383 1.91245 1.45022
H -0.80267 1.14938 -0.09170
H 1.02967 0.07732 -2.66365
H -0.61688 -0.11336 2.52571
H 0.31673 -1.00253 -0.01309
```

Results
**Multiplicity**: 1
**HOMO level**: -8.82 eV
**LUMO energy**: 0.072 eV

Results of the Mulliken charge analysis, in e, for atoms 1 through 2: C -0.165; C -0.199

---

B) Below is a cluster of 2 separate species, C2H5ClN2 in total, with properties calculated with ωB97M-V/def2-TZVPD.

```
10
Properties=species:S:1:pos:R:3
C -0.50642 -0.30522 1.20431
C 0.54158 1.38773 -0.11279
N -0.01048 0.79848 1.03744
N -0.53068 -1.46839 -0.96569
Cl 0.97655 -2.11667 -1.10001
H -0.99884 -0.69545 2.10611
H -0.18703 2.13687 -0.46312
H 0.38876 0.60352 -0.89747
H 1.50522 1.93196 0.24850
H -1.17865 -2.27283 -1.05727
```

Results
**Multiplicity**: 1
**HOMO level (spin up / spin down)**: -7.44 / -8.71 eV
**LUMO energy (spin up / spin down)**: -0.387 / 0.073 eV

Results of the Mulliken charge analysis, in e, for atoms 1 through 2: C -0.026; C -0.548

---

Which one is the most stable? From the structures above, A).